No. 1
Entry from OMol25: C4H4O5Sc as an isolated structure at a distorted geometry (ωB97M-V/def2-TZVPD).

Computed properties:
HOMO energy (alpha / beta): -12.1253 / -12.1092 eV
ΔE to the lowest compared entry with this formula, charge and spin: 3.638 eV
HOMO-LUMO gap (alpha / beta): 5.08 / 5.03 eV

ORCA input file:
```
! RIJCOSX wB97M-V def2-TZVPD def2/J DEFGRID3
* xyz 1 1
O -3.100 -0.748 -0.757
C -1.986 -0.791 -0.215
O -1.317 -1.815 0.094
O -1.198 0.335 -0.316
C -0.190 0.452 -1.365
H -0.477 -0.166 -2.230
C -0.203 1.904 -1.820
H -1.229 2.241 -2.054
H 0.223 2.577 -1.060
H 0.439 2.008 -2.708
C 1.252 2.319 1.698
O 1.967 1.476 1.320
O 0.551 3.136 2.101
Sc 1.527 -0.335 -0.282
*
```


No. 2
Entry from OMol25: a 15-piece molecular cluster, C4H38NO16 overall at a distorted geometry (ωB97M-V/def2-TZVPD).

Computed properties:
HOMO energy (alpha / beta): -16.4507 / -16.4499 eV
ΔE to the lowest compared entry with this formula, charge and spin: 0.000 eV
<S²>: 0.76
HOMO-LUMO gap (alpha / beta): 9.42 / 4.15 eV

ORCA input file:
```
! RIJCOSX wB97M-V def2-TZVPD def2/J DEFGRID3
* xyz 2 2
O -1.095 3.263 -2.497
C 0.035 2.632 -2.445
C 0.445 2.028 -1.097
N 1.383 0.872 -1.280
C 1.084 -0.196 -0.268
C -0.197 -0.945 -0.598
O 0.748 2.559 -3.441
H -1.771 3.090 -1.727
H -0.449 1.717 -0.546
H 0.918 2.815 -0.484
H 2.406 1.196 -1.095
H 1.315 0.510 -2.242
H 1.950 -0.880 -0.262
H 1.112 0.237 0.729
H -0.201 -1.342 -1.602
H -0.326 -1.796 0.070
H -1.090 -0.328 -0.484
H 2.056 -1.161 3.880
H 0.793 -0.878 3.005
O 1.772 -1.049 2.962
H -2.966 1.062 4.723
H -2.244 0.049 3.753
O -2.912 0.765 3.808
H -1.604 0.454 -4.478
H -0.971 -0.803 -3.818
O -1.520 -0.004 -3.633
H -4.295 0.147 -2.263
H -2.740 0.078 -2.494
O -3.444 0.199 -1.815
H 2.238 1.855 2.079
H 2.629 0.364 2.477
O 2.987 1.235 2.178
H 1.067 -3.812 -1.288
H 1.853 -4.452 -2.388
O 1.103 -3.857 -2.260
H -1.432 -4.005 2.363
H -0.177 -3.443 1.601
O -1.082 -3.212 1.930
H 0.717 -2.099 -4.850
H 0.602 -2.637 -3.344
O 0.433 -1.876 -3.954
H -1.120 -1.647 2.556
H -1.107 -0.133 2.214
O -0.883 -0.749 2.951
H 1.792 -2.651 1.812
H 2.030 -4.149 1.623
O 1.501 -3.419 1.276
H -2.130 1.548 2.476
H -2.057 1.847 0.905
O -1.546 1.537 1.680
H -0.017 2.391 1.817
H 0.844 3.605 2.247
O 0.867 2.801 1.712
H -3.543 3.025 -0.462
H -3.060 1.639 -1.018
O -2.743 2.488 -0.567
H 3.578 1.067 0.636
H 4.637 1.475 -0.440
O 3.824 0.970 -0.325
*
```


No. 3
Entry from OMol25: the molecule C2H7N3O at a distorted geometry (ωB97M-V/def2-TZVPD).

Computed properties:
HOMO energy (alpha / beta): -8.6276 / -7.9700 eV
ΔE to the lowest compared entry with this formula, charge and spin: 6.111 eV
HOMO-LUMO gap (alpha / beta): 8.83 / 7.60 eV

ORCA input file:
```
! RIJCOSX wB97M-V def2-TZVPD def2/J DEFGRID3
* xyz 0 1
C 1.623 -0.140 0.355
N -0.800 -0.070 -1.141
N -0.759 -1.256 -0.631
C -0.376 1.069 -0.369
O -1.483 0.654 0.924
N 0.931 0.876 -0.397
H -2.018 1.442 1.096
H -0.513 -1.358 0.353
H -1.386 -1.938 -1.044
H -0.752 1.985 -0.807
H 2.630 0.216 0.578
H 1.749 -1.069 -0.228
H 1.153 -0.412 1.311
*
```


no.,E (eV)
1,-35139.7535
2,-39000.7641
3,-8700.1658